Record 1
Here is a structure of composition C17H11AuF6N4O6S3 from OMol25. Energies are from ωB97M-V/def2-TZVPD.

```
! RIJCOSX wB97M-V def2-TZVPD def2/J DEFGRID3
* xyz 0 1
Au 0.53 -0.01 0.50
O 0.34 -1.77 4.27
C 0.23 -1.45 3.10
O 0.31 -0.25 2.63
C -0.11 -2.55 2.08
C -0.80 -3.70 2.53
C -1.29 -4.56 1.60
C -1.07 -4.33 0.23
C -1.61 -5.15 -0.79
C -1.38 -4.85 -2.11
C -0.60 -3.73 -2.46
C -0.06 -2.93 -1.50
C -0.30 -3.20 -0.14
N 0.15 -2.34 0.82
H -0.95 -3.83 3.59
H -1.88 -5.42 1.90
H -2.20 -6.01 -0.52
H -1.80 -5.48 -2.89
H -0.44 -3.51 -3.51
H 0.52 -2.05 -1.76
F 1.34 0.69 -4.47
C 2.44 1.01 -3.80
F 3.03 2.03 -4.41
F 3.25 -0.03 -3.78
S 1.98 1.47 -2.07
O 1.24 0.28 -1.64
O 1.24 2.69 -2.12
N 3.41 1.57 -1.45
S 3.78 1.21 0.03
O 5.08 0.67 0.15
O 2.70 0.54 0.76
C 3.85 2.87 0.81
F 4.78 3.60 0.22
F 2.66 3.48 0.65
F 4.11 2.78 2.10
C -4.31 4.13 1.10
C -3.00 3.43 0.89
C -1.78 4.09 1.03
C -0.63 3.34 0.90
N -0.70 2.05 0.61
C -1.89 1.52 0.46
S -1.80 -0.19 0.07
N -3.05 2.13 0.60
H -4.24 5.19 0.87
H -4.60 4.04 2.15
H -5.08 3.66 0.49
H -1.73 5.15 1.25
H 0.36 3.76 1.04
*
```

E_tot: -3254.27254 a.u.
ΔE to the lowest compared entry with this formula, charge and spin: 1.319 eV
Kohn-Sham gap (alpha / beta): 5.860 / 5.862 eV


Record 2
Here is a structure of composition C17H11F10MnN3O4Se from OMol25. Energies are from ωB97M-V/def2-TZVPD.

```
! RIJCOSX wB97M-V def2-TZVPD def2/J DEFGRID3
* xyz 0 4
Mn -10.30 -8.72 -9.30
C -9.31 -11.13 -10.44
N -10.40 -10.71 -9.53
C -10.22 -11.29 -8.16
C -9.05 -10.68 -7.35
N -8.90 -9.30 -7.71
C -8.20 -8.43 -6.96
C -7.86 -8.59 -5.60
F -8.34 -9.52 -4.83
C -7.39 -7.43 -4.92
F -7.25 -7.42 -3.60
C -7.06 -6.26 -5.63
F -6.65 -5.25 -4.88
C -7.21 -6.23 -7.02
F -6.79 -5.20 -7.71
C -7.75 -7.28 -7.66
F -7.74 -7.23 -9.01
C -11.75 -10.92 -10.09
C -11.92 -9.99 -11.30
N -11.14 -8.78 -11.04
C -11.11 -7.73 -11.98
C -12.12 -7.30 -12.84
F -13.23 -8.04 -12.92
C -12.08 -6.19 -13.59
F -13.14 -5.96 -14.43
C -10.95 -5.38 -13.60
F -11.00 -4.20 -14.18
C -9.84 -5.80 -12.87
F -8.78 -5.03 -12.83
C -9.92 -6.94 -12.09
F -8.89 -7.22 -11.25
H -9.11 -12.19 -10.55
H -8.39 -10.60 -10.19
H -9.61 -10.82 -11.43
H -10.22 -12.42 -8.14
H -11.16 -10.97 -7.68
H -8.09 -11.10 -7.54
H -9.41 -10.88 -6.35
H -12.36 -10.63 -9.26
H -11.93 -12.00 -10.43
H -13.04 -9.85 -11.29
H -11.56 -10.52 -12.19
O -12.66 -6.21 -7.34
Se -11.36 -7.10 -7.30
O -11.38 -8.81 -7.55
O -10.46 -6.96 -8.78
O -10.32 -6.77 -6.10
*
```

E_tot: -5670.45164 a.u.
Kohn-Sham gap (alpha / beta): 3.914 / 5.260 eV


Record 3
Here is an isolated molecule of C17H11N3O3S from OMol25. Energies are from ωB97M-V/def2-TZVPD.

```
! RIJCOSX wB97M-V def2-TZVPD def2/J DEFGRID3
* xyz 0 1
O -2.63 2.56 1.19
C -2.01 1.67 0.60
C -2.61 1.13 -0.62
C -3.41 1.95 -1.44
C -4.12 1.44 -2.53
C -3.96 0.10 -2.88
C -3.10 -0.71 -2.11
C -2.49 -0.23 -0.97
S -1.55 -1.29 0.06
C -0.36 -0.21 0.83
C 0.92 -0.78 1.17
C 1.26 -2.24 0.83
N 2.62 -2.31 0.30
C 3.06 -1.83 -0.92
C 4.41 -2.09 -0.96
N 4.80 -2.81 0.17
C 3.70 -2.99 0.89
C 1.83 0.09 1.77
C 1.54 1.45 1.98
C 0.31 2.02 1.61
N 0.11 3.36 1.84
O -0.15 4.10 0.87
O 0.26 3.74 3.00
C -0.68 1.18 1.01
H -3.50 3.04 -1.28
H -4.82 2.08 -3.07
H -4.55 -0.34 -3.70
H -3.01 -1.77 -2.37
H 1.20 -2.82 1.77
H 0.58 -2.68 0.13
H 2.46 -1.33 -1.68
H 5.10 -1.84 -1.78
H 3.69 -3.51 1.83
H 2.84 -0.21 2.01
H 2.28 2.07 2.47
*
```

E_tot: -1442.48714 a.u.
SMILES: O=c1c2ccccc2sc2c(Cn3ccnc3)ccc([N+](=O)[O-])c12
ΔE to the lowest compared entry with this formula, charge and spin: 0.000 eV
Kohn-Sham gap: 7.876 eV